Record 1
ORCA calculation (the ωB97M-V functional and the def2-TZVPD basis) on a cluster of 21 separate species, C55H97N11O10S in total.

CARTESIAN COORDINATES (ANGSTROEM)
C (0.543, 4.508, 0.102)
O (1.025, 3.234, -0.272)
H (1.277, 5.313, 0.074)
H (-0.338, 4.806, -0.466)
H (0.229, 4.534, 1.146)
H (0.275, 2.635, -0.248)
C (-1.668, -1.453, 4.236)
O (-2.692, -2.024, 5.003)
H (-1.126, -2.221, 3.683)
H (-1.953, -0.825, 3.392)
H (-0.897, -0.895, 4.766)
H (-2.942, -1.345, 5.635)
C (-6.339, -1.975, 2.158)
O (-7.227, -0.959, 2.654)
H (-6.922, -2.521, 1.416)
H (-5.355, -1.701, 1.778)
H (-6.048, -2.664, 2.951)
H (-8.064, -1.340, 2.928)
C (-0.852, -5.460, 2.881)
O (-0.530, -6.824, 3.072)
H (-1.835, -5.222, 2.475)
H (-0.873, -4.948, 3.843)
H (-0.037, -4.915, 2.405)
H (0.279, -6.852, 3.589)
C (3.541, -2.098, -2.922)
O (3.302, -0.742, -2.642)
H (4.396, -1.936, -3.578)
H (3.837, -2.763, -2.110)
H (2.710, -2.603, -3.413)
H (2.419, -0.488, -2.921)
C (5.589, 1.119, 3.369)
O (6.026, -0.215, 3.595)
H (4.549, 1.127, 3.044)
H (5.689, 1.681, 4.298)
H (6.175, 1.560, 2.563)
H (6.956, -0.086, 3.797)
C (3.456, 4.241, 3.262)
O (4.832, 3.873, 3.298)
H (3.322, 5.322, 3.244)
H (2.994, 3.860, 2.351)
H (2.918, 3.913, 4.151)
H (5.169, 4.001, 4.187)
C (3.569, 1.290, -0.003)
O (4.617, 0.481, -0.498)
H (2.712, 0.681, 0.285)
H (3.904, 1.969, 0.782)
H (3.201, 1.891, -0.834)
H (4.243, -0.083, -1.179)
C (-4.594, 1.279, 3.217)
O (-3.355, 1.481, 3.823)
H (-5.082, 0.472, 3.762)
H (-5.230, 2.162, 3.151)
H (-4.503, 0.919, 2.192)
H (-3.339, 0.926, 4.606)
N (-2.652, -2.320, -0.522)
C (-2.744, -3.322, 0.417)
C (-2.917, -4.523, -0.308)
C (-2.783, -4.268, -1.636)
C (-2.741, -2.860, -1.804)
H (-2.545, -1.336, -0.324)
H (-2.813, -3.085, 1.468)
H (-3.140, -5.505, 0.083)
H (-2.802, -4.955, -2.469)
H (-2.697, -2.111, -2.580)
N (-5.868, 1.613, -2.158)
C (-5.597, 2.782, -2.842)
C (-4.747, 3.564, -2.027)
C (-4.416, 2.864, -0.868)
C (-5.168, 1.692, -0.931)
H (-6.404, 0.854, -2.553)
H (-6.080, 2.898, -3.801)
H (-4.240, 4.489, -2.258)
H (-3.715, 3.206, -0.121)
H (-5.159, 0.866, -0.235)
N (1.553, -3.624, -6.013)
C (1.104, -4.775, -5.524)
C (0.368, -4.551, -4.376)
C (0.339, -3.155, -4.210)
C (1.010, -2.636, -5.293)
H (2.110, -3.494, -6.845)
H (1.282, -5.714, -6.027)
H (-0.009, -5.300, -3.695)
H (-0.123, -2.590, -3.414)
H (1.227, -1.603, -5.523)
N (-4.013, 0.233, -5.542)
C (-3.275, 0.191, -4.405)
C (-2.180, -0.577, -4.619)
C (-2.262, -1.114, -5.889)
C (-3.330, -0.505, -6.495)
H (-4.871, 0.734, -5.724)
H (-3.656, 0.695, -3.529)
H (-1.445, -0.827, -3.869)
H (-1.601, -1.846, -6.329)
H (-3.792, -0.609, -7.466)
N (0.344, -5.015, -0.713)
C (0.637, -6.252, -0.252)
C (1.965, -6.431, -0.394)
C (2.517, -5.227, -0.789)
C (1.476, -4.352, -1.027)
H (-0.598, -4.671, -0.832)
H (-0.134, -6.949, 0.040)
H (2.494, -7.353, -0.203)
H (3.558, -5.011, -0.978)
H (1.404, -3.348, -1.416)
N (3.366, -1.534, 3.582)
C (2.887, -2.253, 4.639)
C (1.737, -2.888, 4.148)
C (1.600, -2.524, 2.799)
C (2.599, -1.614, 2.518)
H (4.213, -0.987, 3.633)
H (3.429, -2.419, 5.558)
H (1.173, -3.638, 4.682)
H (0.759, -2.749, 2.159)
H (2.880, -1.093, 1.614)
N (6.577, -2.019, -0.384)
C (7.333, -3.106, -0.773)
C (6.916, -4.273, -0.105)
C (5.879, -3.857, 0.723)
C (5.653, -2.483, 0.501)
H (6.630, -1.074, -0.738)
H (8.219, -3.034, -1.386)
H (7.346, -5.261, -0.179)
H (5.321, -4.484, 1.403)
H (4.945, -1.792, 0.934)
N (-0.725, 5.977, -6.060)
C (-2.120, 5.702, -6.008)
C (-2.475, 5.451, -4.623)
C (-1.267, 5.600, -3.935)
C (-0.259, 5.985, -4.816)
H (-0.241, 6.291, -6.889)
H (-2.789, 5.776, -6.852)
H (-3.433, 5.166, -4.215)
H (-1.141, 5.440, -2.874)
H (0.795, 6.203, -4.725)
N (-0.477, -0.062, -1.185)
C (0.242, -0.485, -0.105)
C (-0.292, 0.053, 1.085)
C (-1.396, 0.828, 0.665)
C (-1.436, 0.803, -0.741)
H (-0.308, -0.263, -2.160)
H (1.084, -1.158, -0.176)
H (0.071, -0.060, 2.096)
H (-2.013, 1.355, 1.378)
H (-2.145, 1.259, -1.416)
N (-2.055, 4.010, 3.549)
C (-2.787, 4.777, 2.689)
C (-2.264, 6.055, 2.652)
C (-1.139, 6.077, 3.472)
C (-0.989, 4.796, 3.965)
H (-2.302, 3.095, 3.897)
H (-3.632, 4.340, 2.178)
H (-2.518, 6.916, 2.053)
H (-0.501, 6.917, 3.703)
H (-0.244, 4.331, 4.592)
N (1.946, 1.564, 6.137)
C (0.930, 0.938, 5.512)
C (-0.270, 1.637, 5.712)
C (0.079, 2.665, 6.599)
C (1.391, 2.573, 6.904)
H (2.904, 1.247, 6.094)
H (1.183, 0.062, 4.935)
H (-1.234, 1.492, 5.246)
H (-0.555, 3.479, 6.917)
H (1.966, 3.180, 7.587)
C (1.762, 2.950, -3.812)
S (1.051, 1.466, -4.700)
O (0.871, 0.321, -3.642)
C (-0.602, 2.263, -5.000)
H (1.121, 3.362, -3.033)
H (1.902, 3.721, -4.570)
H (2.712, 2.679, -3.351)
H (-1.115, 2.481, -4.064)
H (-1.204, 1.670, -5.688)
H (-0.381, 3.171, -5.561)

**Multiplicity**: 1
**Energy**: -106300.703 eV
**HOMO-LUMO gap**: 7.46 eV

---

Record 2
ORCA calculation (the ωB97M-V functional and the def2-TZVPD basis) on a cluster of 17 separate species, C56H100Br2O48 in total.

CARTESIAN COORDINATES (ANGSTROEM)
C (-12.373, 5.386, 7.562)
C (-11.654, 4.113, 7.140)
C (-12.101, 3.557, 5.824)
O (-10.903, 3.417, 5.078)
C (-9.915, 3.829, 5.776)
O (-8.756, 3.773, 5.307)
O (-10.306, 4.394, 6.900)
H (-11.816, 5.881, 8.357)
H (-13.388, 5.128, 7.867)
H (-12.438, 5.985, 6.653)
H (-11.750, 3.283, 7.840)
H (-12.834, 4.188, 5.323)
H (-12.503, 2.566, 6.033)
C (-13.129, -8.636, 5.715)
C (-12.953, -7.190, 6.049)
C (-11.466, -6.850, 6.240)
O (-11.446, -5.537, 5.731)
C (-12.491, -5.232, 4.977)
O (-12.607, -4.204, 4.261)
O (-13.309, -6.306, 5.054)
H (-14.205, -8.797, 5.643)
H (-12.693, -9.288, 6.472)
H (-12.675, -8.749, 4.730)
H (-13.493, -6.972, 6.971)
H (-10.710, -7.477, 5.768)
H (-11.282, -6.859, 7.315)
C (-5.191, -1.303, 1.351)
C (-6.032, -2.480, 1.901)
C (-7.219, -2.863, 1.054)
O (-6.941, -4.147, 0.534)
C (-5.779, -4.630, 1.018)
O (-5.352, -5.763, 0.861)
O (-5.198, -3.626, 1.770)
H (-4.705, -1.455, 0.388)
H (-4.409, -1.024, 2.057)
H (-5.862, -0.445, 1.318)
H (-6.343, -2.403, 2.943)
H (-7.637, -2.130, 0.364)
H (-8.084, -3.071, 1.683)
C (-7.811, 6.097, 8.981)
C (-8.233, 7.508, 8.559)
C (-8.346, 7.878, 7.092)
O (-9.548, 8.515, 6.920)
C (-10.253, 8.372, 8.063)
O (-11.444, 8.683, 8.252)
O (-9.553, 7.734, 9.004)
H (-8.501, 5.290, 8.734)
H (-7.718, 6.133, 10.066)
H (-6.800, 5.941, 8.605)
H (-7.570, 8.231, 9.033)
H (-8.458, 6.997, 6.460)
H (-7.447, 8.394, 6.755)
C (-8.549, -1.969, 5.364)
C (-9.877, -1.137, 5.350)
C (-11.069, -1.857, 6.027)
O (-11.347, -0.982, 7.095)
C (-10.526, 0.090, 7.176)
O (-10.599, 1.049, 7.951)
O (-9.613, -0.011, 6.204)
H (-7.656, -1.469, 4.990)
H (-8.631, -2.899, 4.801)
H (-8.331, -2.246, 6.396)
H (-10.247, -0.864, 4.362)
H (-10.858, -2.888, 6.310)
H (-11.930, -1.942, 5.364)
C (-9.149, -2.358, 9.770)
C (-10.328, -3.240, 9.814)
C (-10.254, -4.242, 8.653)
O (-10.473, -5.476, 9.290)
C (-10.261, -5.401, 10.619)
O (-9.970, -6.301, 11.371)
O (-10.209, -4.074, 10.935)
H (-9.196, -1.828, 8.819)
H (-8.172, -2.823, 9.897)
H (-9.256, -1.664, 10.604)
H (-11.283, -2.719, 9.882)
H (-9.313, -4.252, 8.104)
H (-11.015, -3.970, 7.922)
Br (-8.996, 4.673, 0.493)
C (-8.415, 2.816, 1.065)
C (-9.389, 2.112, 1.924)
Br (-8.640, 0.281, 2.242)
H (-7.451, 3.074, 1.505)
H (-8.139, 2.302, 0.144)
H (-10.402, 2.007, 1.536)
H (-9.431, 2.479, 2.949)
C (-16.052, -2.776, 2.158)
O (-16.452, -1.437, 1.728)
C (-17.189, -0.668, 2.459)
O (-17.521, -0.929, 3.640)
O (-17.466, 0.437, 1.792)
C (-17.962, 1.579, 2.410)
H (-15.106, -2.746, 2.698)
H (-15.987, -3.435, 1.292)
H (-16.769, -3.305, 2.785)
H (-17.372, 1.952, 3.247)
H (-18.930, 1.293, 2.819)
H (-18.045, 2.353, 1.647)
C (-18.576, 0.876, 9.886)
O (-17.427, 1.695, 9.637)
C (-16.189, 1.251, 9.582)
O (-15.773, 0.182, 10.088)
O (-15.449, 2.119, 8.802)
C (-14.074, 1.893, 8.697)
H (-19.131, 0.599, 8.990)
H (-19.233, 1.508, 10.483)
H (-18.420, -0.087, 10.373)
H (-13.458, 2.359, 9.466)
H (-13.754, 2.155, 7.688)
H (-13.895, 0.825, 8.819)
C (-16.304, -3.044, 9.821)
O (-15.787, -4.193, 10.444)
C (-14.577, -4.714, 10.069)
O (-13.775, -4.236, 9.286)
O (-14.502, -5.888, 10.700)
C (-13.392, -6.822, 10.544)
H (-15.531, -2.357, 9.476)
H (-16.942, -2.562, 10.561)
H (-16.892, -3.353, 8.956)
H (-13.728, -7.822, 10.818)
H (-12.646, -6.578, 11.301)
H (-12.917, -6.956, 9.572)
C (-9.626, -6.173, -0.047)
O (-9.661, -4.890, 0.446)
C (-10.641, -4.016, 0.225)
O (-11.600, -4.124, -0.532)
O (-10.456, -2.940, 1.124)
C (-11.532, -2.034, 1.315)
H (-10.515, -6.678, 0.331)
H (-8.677, -6.704, 0.017)
H (-9.777, -6.047, -1.119)
H (-11.213, -1.200, 1.940)
H (-12.337, -2.616, 1.763)
H (-11.980, -1.625, 0.409)
C (-9.716, 2.639, 10.672)
O (-8.660, 3.125, 11.466)
C (-8.970, 3.799, 12.612)
O (-10.123, 4.013, 13.013)
O (-7.787, 4.260, 13.212)
C (-7.859, 5.060, 14.365)
H (-9.235, 2.310, 9.751)
H (-10.469, 3.386, 10.421)
H (-10.076, 1.759, 11.205)
H (-6.882, 5.188, 14.832)
H (-8.575, 4.814, 15.149)
H (-8.071, 6.102, 14.125)
C (-5.136, 0.302, 4.606)
O (-5.298, -0.158, 5.905)
C (-5.148, -1.456, 6.136)
O (-5.060, -2.347, 5.297)
O (-5.186, -1.699, 7.497)
C (-5.246, -2.987, 8.033)
H (-5.374, -0.419, 3.824)
H (-4.183, 0.671, 4.228)
H (-5.808, 1.143, 4.436)
H (-5.992, -3.548, 7.469)
H (-5.543, -2.880, 9.076)
H (-4.247, -3.420, 8.065)
C (-13.616, 1.024, 2.613)
O (-14.034, -0.129, 3.335)
C (-14.252, -0.035, 4.670)
O (-14.080, 0.961, 5.380)
O (-14.626, -1.287, 5.085)
C (-14.861, -1.587, 6.455)
H (-14.141, 1.883, 3.033)
H (-13.845, 0.891, 1.556)
H (-12.549, 1.243, 2.607)
H (-13.920, -1.531, 7.004)
H (-15.314, -2.571, 6.583)
H (-15.550, -0.883, 6.922)
C (-18.871, -8.697, 6.127)
O (-17.787, -7.766, 6.178)
C (-17.932, -6.560, 5.549)
O (-18.863, -6.336, 4.756)
O (-16.831, -5.956, 5.774)
C (-16.445, -4.862, 4.937)
H (-19.289, -8.756, 5.122)
H (-19.738, -8.498, 6.757)
H (-18.588, -9.707, 6.424)
H (-17.259, -4.198, 4.644)
H (-15.910, -5.248, 4.070)
H (-15.742, -4.267, 5.519)
C (-6.027, -5.544, 4.405)
O (-6.300, -6.662, 5.271)
C (-7.088, -6.456, 6.357)
O (-7.589, -5.380, 6.709)
O (-7.275, -7.675, 6.905)
C (-8.141, -7.863, 8.040)
H (-5.531, -4.826, 5.058)
H (-6.924, -5.115, 3.958)
H (-5.338, -5.867, 3.624)
H (-7.764, -7.226, 8.841)
H (-8.040, -8.930, 8.239)
H (-9.158, -7.666, 7.700)
C (-7.099, 2.711, 7.914)
O (-6.464, 2.913, 9.107)
C (-6.042, 1.981, 9.894)
O (-6.338, 0.804, 9.765)
O (-5.335, 2.532, 10.813)
C (-4.618, 1.845, 11.759)
H (-8.130, 2.390, 7.767)
H (-6.425, 2.109, 7.305)
H (-7.176, 3.718, 7.504)
H (-4.271, 0.907, 11.326)
H (-5.198, 1.652, 12.662)
H (-3.730, 2.419, 12.023)

**Multiplicity**: 1
**Energy**: -298055.891 eV
**HOMO-LUMO gap**: 10.32 eV